The molecule C5H8IN at a distorted geometry, computed with ωB97M-V with the def2-TZVPD basis set.

The geometry in XYZ format:
```
15
Properties=species:S:1:pos:R:3:lowdin_charge:R:1
H 0.4337 -1.0149 1.9910 0.165
H 1.4759 0.4692 1.3923 0.140
I -3.4861 0.0773 -0.2682 0.771
N -1.6045 -0.5259 0.1448 -0.562
C 1.7816 -1.7917 -0.8021 0.114
H 2.4727 -1.8916 -1.5452 0.005
H -0.8907 1.0548 1.4189 0.141
C -0.5585 0.4377 0.5302 -0.523
H -1.0569 1.6781 -0.9365 0.003
H -1.2554 -1.0821 -0.6839 0.049
C -0.1308 1.3112 -0.7129 -0.040
H 0.5244 2.0173 -0.3064 0.067
C 0.6768 -0.2800 1.0788 -0.197
C 1.3202 -1.0637 0.0310 -0.177
H 0.2975 0.6043 -1.3319 0.044
```

Molar mass   209.0 g/mol
ΔE to the lowest compared entry with this formula, charge and spin   2.423 eV
E_tot   -14901.87763 eV
SMILES   C#CC[C@@H](C)NI

=====

A structure of composition C57H92As2BN12Tl, computed with ωB97M-V with the def2-TZVPD basis set.

The geometry in XYZ format:
```
165
Properties=species:S:1:pos:R:3:lowdin_charge:R:1
H -4.9767 -0.5947 -4.8655 0.127
H 3.4551 0.4324 7.2666 0.087
H 1.8865 -1.1144 -0.7212 -0.028
H -0.0764 3.6920 6.4530 0.074
C -0.2836 2.9496 -1.3135 -0.397
H -2.4987 4.0142 -3.0400 0.104
C -1.6726 1.6098 -4.9385 -0.019
C 1.7279 -0.9447 -6.3662 -0.108
H 0.8226 -4.5592 1.2203 0.081
H -0.3293 5.3013 -3.4002 0.104
H -2.8929 -4.7404 1.8580 0.093
H 3.4714 1.2945 -5.5045 0.022
H -5.7317 1.9121 -1.6411 0.106
C -1.6375 2.8538 2.5964 -0.256
H 1.9310 1.4584 0.3140 0.064
N 1.5595 0.2339 3.3442 0.054
C -0.3735 -2.4011 6.0545 -0.353
C 0.5378 -3.5531 6.4875 -0.049
H -5.9247 -1.7390 -2.8661 0.125
H -1.0162 -4.4667 4.0666 0.125
H -3.3626 0.6889 -5.8857 0.131
H -2.7862 3.5953 -1.3359 0.053
H -2.8947 -1.2628 1.8215 0.046
H 5.2321 -0.6370 -3.8367 0.027
C -0.5196 -2.3704 4.5619 -0.172
H 2.3269 4.5397 -0.3984 0.107
H 4.2083 1.1584 5.1950 0.136
N -0.9676 1.8046 -1.3721 0.103
H -0.9196 -2.9486 0.3481 0.081
C 2.4532 -1.8559 -0.1520 -0.122
C -5.0844 -1.0642 -2.7725 -0.029
N -3.1282 0.4008 -0.0310 0.097
C -1.1525 -3.6597 1.1544 -0.380
H 1.7719 0.3106 6.7754 0.056
C -0.4908 -2.3657 -5.5168 -0.114
N -0.8138 4.1205 -1.7502 -0.118
H -2.9925 0.5142 6.1558 0.062
H 0.0890 -4.5191 6.2548 0.081
H -5.2157 2.1007 2.6904 0.086
H -4.0207 4.0980 2.1140 0.100
H -0.9491 3.1711 7.8987 0.090
H -2.5292 5.2848 -1.8067 0.111
C 2.7869 0.4258 3.8912 -0.186
H -5.5988 0.6133 3.5787 0.106
C -1.9291 3.1161 3.9353 0.033
H 2.7160 2.8509 6.3388 0.091
H 1.3700 -4.2055 -1.6508 0.022
H 1.2887 -4.3291 -3.4190 0.043
H -6.5617 0.1647 1.4590 0.095
H 1.7678 -2.4007 0.5002 0.068
C 4.3877 -1.1941 -4.2410 -0.297
C -1.9989 3.7311 1.4365 -0.337
C 1.4973 -1.1013 -5.0023 -0.439
H 3.8642 1.9143 -3.8987 0.023
C -3.4561 0.0936 -1.3396 -0.212
Tl -0.5070 0.0331 0.6946 1.036
B 0.2147 0.0968 4.1070 -0.515
C -1.5038 5.1606 1.6909 -0.044
C -0.9128 -2.9443 2.4513 -0.274
H -7.1151 1.8354 1.2280 0.102
C 3.1225 1.0454 5.2187 -0.336
H -3.5168 2.2050 6.2666 0.083
H 2.9008 -2.5578 -0.8550 0.061
C 0.8444 -1.4665 -7.3006 -0.070
C -0.8464 -3.4506 3.7534 0.062
C -3.3805 0.3303 -3.7667 -0.157
C -1.3639 1.9600 6.1549 -0.348
H -2.1089 5.6349 2.4638 0.090
H -2.3973 -1.6913 6.4339 0.061
C -4.1412 0.6968 0.7815 -0.401
C 4.4227 -0.2818 -0.2149 -0.051
H -3.7634 4.4580 0.4057 0.083
As 0.1572 -2.1974 -2.6622 1.129
C -2.8439 0.8724 -4.9542 0.034
H -1.2419 1.9901 -5.8551 0.128
H 0.6618 4.9163 0.0937 0.071
C -4.7994 1.1890 3.1072 -0.017
C 3.0967 1.4128 -4.4883 -0.306
C -2.7581 1.4892 6.5872 -0.044
H -4.0714 1.4542 3.8778 0.078
C -1.0249 3.2996 6.8193 -0.044
H 1.6358 3.7926 1.0486 0.108
H 0.0745 -1.4693 6.3993 0.107
C -3.5118 3.7629 1.2094 -0.052
H -0.1165 2.3831 -3.7114 0.117
C -5.2170 2.3091 -0.7606 -0.044
C 0.0090 5.1523 -2.3716 -0.019
C -4.5401 -0.4552 -3.8851 0.005
H 1.4507 1.0636 -1.3633 0.033
N -0.7238 1.2758 3.7784 0.035
H 4.4442 -2.2199 -3.8817 0.019
H 1.0287 -1.3263 -8.3578 0.111
H 1.4273 2.4017 5.2030 0.054
C 0.3878 -1.8393 -4.5753 -0.447
N -4.1161 0.4044 2.0901 -0.092
H -1.5145 3.3176 0.5502 0.090
N -5.2486 1.3765 0.3480 -0.165
C -1.0480 1.8309 -3.7362 0.013
C -0.2683 -2.1726 -6.8736 -0.074
C -3.2982 -0.6628 2.6269 -0.031
H 4.9856 -0.8949 -0.9206 0.082
H 2.6058 -0.4114 -6.7123 0.094
H -1.3475 -2.9460 -5.1942 0.086
H 5.1335 0.2830 0.3879 0.085
H -3.9101 -1.2996 3.2702 0.119
H -2.2501 -3.4530 6.3587 0.086
C -2.2376 4.2534 -2.0049 -0.020
C 2.7981 0.1670 6.4386 -0.046
H 0.7004 -3.5062 7.5642 0.087
H 3.8082 0.4152 -0.7884 0.025
C 2.5076 2.4425 5.3492 -0.039
H -0.2729 -5.3124 0.0492 0.077
C -0.2097 -4.8606 1.0402 -0.047
C 1.4743 -3.6532 -2.5843 -0.287
C -1.7609 -2.5383 6.6955 -0.039
H 1.0525 4.8525 -2.3956 0.093
H -4.1919 2.5460 -1.0255 0.056
N -0.6560 -1.6450 2.4921 -0.027
C -6.5916 0.9978 0.7624 -0.027
H -0.4682 5.1736 2.0284 0.080
C -4.5444 -0.7888 -1.5316 0.007
H -1.2013 -4.2841 -3.2275 0.039
H -1.5951 5.7621 0.7838 0.078
H -4.9635 -1.2640 -0.6540 0.129
H -0.0800 6.1033 -1.8442 0.103
C -1.3295 2.0985 4.6597 -0.201
H -1.6681 -2.5776 7.7812 0.088
H 2.8004 2.1720 -1.0490 0.100
H 4.7910 -0.0102 3.0876 0.123
C 1.4106 4.1345 0.0353 -0.018
H 2.4889 -3.2683 -2.6607 -0.002
H -2.4768 -0.2628 3.2235 0.070
H -3.2830 -3.2321 1.0198 0.063
N 1.6941 -0.2849 2.1015 0.028
H -7.1588 0.6895 -0.1210 0.100
N -0.9117 1.7346 2.5134 0.058
C -2.6148 -4.0961 1.0235 -0.046
C 3.7201 -0.0035 2.9666 0.051
N 0.9243 2.9983 -0.7324 -0.104
H -0.4723 -5.6184 1.7789 0.089
H -5.7219 3.2302 -0.4594 0.112
H -2.2899 -2.8899 -3.0518 0.010
C 1.8160 1.8491 -0.7023 -0.081
H 4.4566 -1.2000 -5.3287 0.026
H 1.5068 -3.4937 5.9909 0.084
C -1.4090 -3.3812 -2.6519 -0.300
H 2.2044 2.0393 -4.5087 0.001
H -2.7702 -4.6529 0.0979 0.078
C 2.9899 -0.4534 1.8573 -0.263
C -2.7790 0.5912 -2.4922 -0.040
H -0.9632 -2.5788 -7.5982 0.110
H 2.9300 3.1188 4.6046 0.086
C 3.5459 -1.1770 0.6670 -0.336
H -2.8053 1.4043 7.6728 0.091
H 4.1943 -1.9542 1.0830 0.149
H -2.4901 3.9483 4.3255 0.128
H 0.4378 0.1144 5.2628 0.093
H -3.8770 2.7748 0.9468 0.029
H -0.6325 1.2189 6.4756 0.113
As 2.7189 -0.3407 -3.6742 1.133
H -1.8019 4.0384 6.6202 0.082
C -1.5955 1.4089 -2.4933 -0.209
N -0.4083 -1.2806 3.7664 0.052
H -1.6203 -3.6695 -1.6217 -0.010
H 2.9448 -0.8895 6.2109 0.086
```

Molar mass   1310.5 g/mol
ΔE to the lowest compared entry with this formula, charge and spin   0.000 eV
E_tot   -205519.31253 eV
Net charge   +2

=====

A structure of composition CuH14O7, computed with ωB97M-V with the def2-TZVPD basis set.

The geometry in XYZ format:
```
22
Properties=species:S:1:pos:R:3:lowdin_charge:R:1
H 2.1196 -2.2996 0.0558 0.067
O 1.8643 -1.3784 -0.0606 -0.041
Cu -0.0710 -0.0193 0.3451 0.354
O -0.9249 -2.1609 -0.2508 -0.032
O 0.1416 -0.8338 2.6696 -0.022
H 2.0516 2.2903 -0.0289 0.092
H -0.9280 -2.6932 0.5528 0.062
O 1.1312 2.0242 -0.1627 -0.027
H -1.8942 0.8816 1.9308 0.079
H -1.8811 -0.0287 -2.1986 0.069
H 0.6571 2.3978 0.5913 0.049
H -1.7474 2.3477 1.5137 0.094
H 0.9135 0.1842 -3.2992 0.053
H -0.1419 -0.0850 3.2107 0.058
O -1.3054 1.4880 1.4612 -0.030
H 0.9391 1.1332 -2.0813 0.006
O -1.7990 0.4090 -1.3429 -0.037
H 2.2131 -1.1071 -0.9241 0.046
H -1.8205 1.3537 -1.5417 0.065
O 1.3987 0.3894 -2.4933 -0.045
H -0.4054 -1.5708 2.9705 0.069
H -0.5109 -2.7225 -0.9172 0.072
```

Molar mass   189.7 g/mol
ΔE to the lowest compared entry with this formula, charge and spin   0.162 eV
E_tot   -59194.04824 eV
Net charge   +1

=====

A cluster of 8 separate species, C48H40N8O16 in total at a distorted geometry, computed with ωB97M-V with the def2-TZVPD basis set.

The geometry in XYZ format:
```
112
Properties=species:S:1:pos:R:3:lowdin_charge:R:1
N -6.6323 -0.1695 -3.3488 -0.352
O -6.9550 0.5553 -2.4246 0.077
C -4.5796 -1.2117 -4.2286 -0.028
C -3.6583 -3.9399 -2.4622 -0.021
H -1.2633 -1.9214 2.0575 0.079
C -4.5434 1.1204 -3.6629 0.014
C 3.1323 5.3023 -1.5267 -0.059
H 2.3375 2.8695 0.8400 0.068
H 6.5100 -5.7031 2.0114 0.110
H 1.9933 -5.7668 4.2777 0.108
H -1.4415 0.0465 -4.4957 0.095
H -5.4909 2.6691 -0.1137 0.110
C 5.6655 -5.0390 2.1362 -0.062
H -3.7781 -6.3611 -4.8255 0.108
H 5.0942 4.9006 -2.3521 0.109
C 0.0077 0.3488 -0.7998 -0.139
H -0.4253 -3.2653 6.5856 0.124
C 0.2444 -0.5348 1.4328 -0.049
C 4.0459 3.5187 1.9718 -0.045
C 3.4003 2.7624 1.0016 -0.089
C -5.9340 -4.7630 -2.7727 0.002
H -2.3944 -1.9265 -0.1794 0.073
C -0.9240 -4.3095 3.3863 -0.029
C 6.1203 2.5067 1.4588 -0.151
C -4.4694 2.9374 0.1315 -0.068
C 3.3522 -3.4841 2.3216 -0.004
H 2.4936 -5.0296 1.0261 0.101
H 5.8938 3.8734 3.0928 0.118
H -6.1523 -6.2762 -4.3102 0.108
H -2.2370 5.5115 0.1446 0.121
H -2.1924 -4.8386 -3.7491 0.111
H 3.4668 4.2319 2.5441 0.112
C -1.0939 -0.4338 -1.0016 0.005
O 5.5757 -1.6115 4.3397 0.087
O 8.2484 1.9614 0.6868 0.079
C 2.1102 7.3546 -2.1743 -0.143
C 5.5143 1.7724 0.4736 -0.022
H -4.9899 2.0453 -3.3286 0.117
O 1.2938 9.5251 -2.3710 0.074
H 3.1867 8.5245 -3.5873 0.116
H -4.1337 1.0011 1.0070 0.118
N -5.3943 -2.9174 -1.1390 -0.336
C -5.2257 -0.0848 -3.7573 -0.146
H 3.0493 4.3581 -1.0070 0.080
H -1.8019 -0.3823 -1.8211 0.107
C -2.6416 4.5334 0.3623 0.006
C 4.4664 -5.4813 1.5624 -0.067
O -4.5377 -2.4167 -0.4450 0.058
C 3.2196 7.6380 -2.9673 0.000
H -1.8400 1.4590 1.5370 0.106
H 4.3443 -6.5068 1.2404 0.107
H -1.5996 -4.2748 2.5420 0.118
H 5.0477 6.8685 -3.8185 0.105
C 2.0492 6.1376 -1.4898 0.007
O 8.0456 2.8560 2.6364 0.077
C 0.8250 -4.5546 5.5275 -0.054
O 0.0933 1.1352 -2.9503 0.091
C -3.6961 1.9307 0.6699 -0.060
C -3.2377 -1.2098 -4.4787 -0.064
H -2.7000 -2.0720 -4.8459 0.106
C -1.5528 -1.2750 0.0128 -0.051
O -6.5722 -2.6218 -1.1121 0.094
C 5.6834 -3.8654 2.8442 -0.009
O 0.0422 4.8035 0.8412 0.084
N -0.4720 3.8075 1.2773 -0.337
C -0.3499 -3.8146 5.6568 0.007
N 7.5934 2.4279 1.5939 -0.353
H 0.8150 -0.5977 2.3494 0.112
C -4.9998 -3.9723 -2.1139 -0.142
H -6.9677 -4.7493 -2.4575 0.124
C -4.1201 -5.6579 -4.0774 -0.070
N -2.4953 -2.9886 4.7106 -0.357
N 0.4888 1.2763 -1.8223 -0.331
H 1.4831 0.9661 0.6925 0.086
H -5.1573 -2.1155 -4.3827 0.120
H 1.5150 -4.6508 6.3515 0.112
H 6.5826 -3.5206 3.3364 0.123
O 0.0199 3.0441 2.0899 0.073
C -1.2238 -3.6978 4.5933 -0.150
N 4.5189 -1.9476 3.8507 -0.357
O 0.0129 8.0075 -1.5299 0.062
C 4.2484 6.6975 -3.1118 -0.064
O -2.8483 -2.7701 5.8546 0.089
C 0.1777 -5.1348 3.2607 -0.068
C -5.4810 -5.6639 -3.7265 -0.050
H 3.7102 1.2571 -0.5312 0.102
C -1.8796 3.5300 0.9341 -0.136
H 0.1864 -5.7228 2.3538 0.108
H 1.1837 5.9701 -0.8647 0.094
C 5.4053 3.3694 2.2751 0.017
C -3.9745 4.2398 0.0482 -0.053
C 4.5309 -3.1106 2.9595 -0.144
C 3.3596 -4.6374 1.5427 -0.074
C -2.5089 -0.0091 -4.3385 -0.082
C -0.8942 -1.3275 1.2320 -0.045
C -3.1736 1.1479 -3.9904 -0.062
C -3.2357 -4.8074 -3.4594 -0.082
H -2.9327 -3.2843 -2.0072 0.106
H 6.1265 1.2150 -0.2251 0.121
C -2.4196 2.2584 1.0871 -0.010
O -7.3361 -1.0519 -3.7856 0.084
H -4.5739 5.0481 -0.3468 0.106
C 1.0620 -5.2136 4.3366 -0.080
O 3.4615 -1.3927 4.0551 0.073
N 1.0722 8.3693 -2.0368 -0.343
C 0.6432 0.3371 0.4425 -0.012
H 2.4617 -2.8944 2.4863 0.106
C 4.1593 1.8543 0.2509 -0.064
O -3.1131 -2.7017 3.7167 0.084
H -2.6594 2.0979 -3.9408 0.111
O 1.2811 2.1247 -1.4469 0.067
C 4.2523 5.5782 -2.2992 -0.061
```

Molar mass   984.9 g/mol
ΔE to the lowest compared entry with this formula, charge and spin   1.055 eV
E_tot   -95083.09778 eV
SMILES   O=[N+]([O-])c1ccccc1.O=[N+]([O-])c1ccccc1.O=[N+]([O-])c1ccccc1.O=[N+]([O-])c1ccccc1.O=[N+]([O-])c1ccccc1.O=[N+]([O-])c1ccccc1.O=[N+]([O-])c1ccccc1.O=[N+]([O-])c1ccccc1